Density functional theory data (ωB97M-V with the def2-TZVPD basis set) for C31H73N5NbO4 as an isolated structure in a non-equilibrium geometry.

```
114
Properties=species:S:1:pos:R:3:forces:R:3:lowdin_charge:R:1
C 8.873023 -2.030691 0.953488 -0.3 0.2 -0.2 -0.1457
C 8.006087 -2.387444 -0.423664 0.8 0.0 0.0 -0.2653
C 8.134305 -1.148943 -1.504300 -0.2 -0.3 0.2 -0.2315
C 7.488829 0.282970 -0.932748 0.1 -1.1 -0.3 -0.2086
C 6.017321 0.032156 -0.230192 0.2 0.2 -0.2 -0.2122
C 4.944303 -0.551431 -1.323198 -0.5 -0.4 0.8 -0.2169
C 3.685615 -1.275639 -0.492201 0.0 1.2 -0.6 -0.2009
C 2.482498 -0.119724 -0.470699 0.9 -1.0 -0.9 -0.2060
C 1.718623 -0.196478 -1.925114 -0.3 1.1 0.6 -0.2257
C 0.167577 0.414938 -1.792377 1.0 -0.9 -0.7 -0.2061
C -0.846429 -0.801648 -1.252533 1.1 0.2 -1.6 -0.2724
C -2.134488 -0.781192 -2.241202 1.2 0.2 -1.6 -0.4525
Nb -4.135233 -1.375324 -1.411818 1.4 0.3 1.6 1.5119
C -6.235049 -1.962253 -0.741896 -1.2 -0.7 0.4 -0.5263
N -7.302003 -0.919249 -1.122349 0.4 0.4 -0.9 -0.1679
C -4.030304 -0.007561 0.424316 -1.5 0.8 0.8 -0.3938
C -3.073864 1.285629 0.322251 -0.4 1.9 0.1 -0.2918
C -1.865001 1.457514 1.394726 1.3 0.5 0.3 -0.2291
C -1.576541 0.256048 2.439551 0.0 -0.6 1.1 -0.2435
C -0.133393 0.367040 3.258915 -0.9 -0.5 0.5 -0.2522
C -0.388951 1.117195 4.721913 0.1 -0.5 -0.3 -0.1593
C -3.282460 -3.064321 -0.082968 0.1 -1.5 -0.2 -0.3347
C -2.084784 -3.928827 -0.785481 0.1 -1.1 2.2 -0.4332
O -2.142372 -4.012177 -2.251642 1.7 -0.2 0.7 -0.1721
C -2.109477 -5.483688 -0.166532 0.6 1.8 0.9 -0.2233
N -0.664995 -5.919854 0.080377 -0.3 0.0 0.0 -0.0811
H 8.217726 -2.351629 1.890363 1.7 0.7 -1.9 0.0792
H 9.122086 -0.865766 1.026209 -0.7 -2.6 -0.1 0.0694
H 9.920519 -2.590655 0.921104 -2.4 1.1 0.2 0.0738
H 6.886618 -2.685220 -0.184499 2.3 0.9 -0.5 0.1012
H 8.509672 -3.355858 -0.870475 -1.1 1.9 0.7 0.0988
H 9.294113 -0.987726 -1.704479 -2.4 -0.3 0.3 0.1099
H 7.597725 -1.464093 -2.523227 1.3 0.7 2.2 0.1028
H 7.342564 0.956278 -1.882129 0.3 -1.0 1.9 0.1081
H 8.289287 0.747397 -0.202918 -1.9 -0.7 -1.4 0.0822
H 6.083683 -0.717758 0.693461 0.1 1.6 -2.1 0.1063
H 5.597624 1.057263 0.196624 1.0 -2.1 -0.9 0.1173
H 4.520484 0.356088 -1.956736 0.9 -2.0 1.2 0.1062
H 5.368528 -1.352439 -2.063296 -0.4 1.7 1.5 0.0987
H 4.007146 -1.616067 0.595117 -0.5 0.8 -2.3 0.1054
H 3.346316 -2.212436 -1.111945 0.5 1.8 1.4 0.0974
H 3.052445 0.918867 -0.446362 -1.5 -2.0 0.4 0.1083
H 1.752315 -0.281585 0.429369 1.3 0.5 -1.8 0.1025
H 1.709699 -1.296424 -2.341947 -0.2 2.2 0.9 0.1039
H 2.320973 0.467440 -2.693233 -1.1 -1.3 1.5 0.0988
H -0.103997 0.753030 -2.904848 0.2 -0.8 2.6 0.1067
H 0.146112 1.365616 -1.110810 0.1 -1.8 -1.2 0.0862
H -0.238225 -1.801492 -1.491503 -1.4 2.1 0.8 0.0889
H -1.063828 -0.746460 -0.107628 0.3 0.1 -2.2 0.0762
H -1.898099 -1.480605 -3.177489 -0.3 1.5 1.9 0.0484
H -2.230117 0.314975 -2.698949 0.1 -2.2 1.0 0.0346
H -4.347088 -2.485765 -2.833936 -0.5 -0.1 -0.3 -0.1209
H -4.896554 -0.061794 -2.435691 -0.2 0.2 -0.2 -0.1292
H -6.229238 -1.986109 0.441706 0.0 -0.2 -2.1 0.0425
H -6.628518 -2.984256 -1.153572 0.6 1.7 1.0 0.0369
H -7.387508 -0.929703 -2.178440 0.2 0.0 1.7 0.0540
H -6.947965 0.052284 -0.917462 -0.3 -1.5 -0.3 0.0222
H -5.151343 0.393555 0.547802 2.3 -0.7 -0.1 0.0401
H -3.882649 -0.728726 1.332866 0.0 1.6 -1.4 0.0242
H -3.765938 2.249025 0.485706 1.6 -2.3 -0.4 0.0852
H -2.593132 1.493186 -0.751786 -1.1 -0.9 2.2 0.0900
H -0.846463 1.656469 0.804033 -2.1 -0.5 1.2 0.0866
H -2.024520 2.452847 2.035561 0.2 -2.1 -1.2 0.1071
H -1.611028 -0.837339 1.998551 -0.1 2.4 0.4 0.0879
H -2.411445 0.278205 3.290165 1.6 -0.1 -1.9 0.1137
H 0.209613 -0.737483 3.520350 -0.6 2.3 -0.7 0.1001
H 0.710559 0.861451 2.617572 -1.7 -0.8 1.2 0.0906
H 0.458727 1.916548 4.895308 -1.8 -1.6 0.0 0.0656
H -1.465079 1.613663 4.770593 2.4 -0.9 -0.2 0.0724
H -0.377533 0.261104 5.554864 0.1 2.1 -1.7 0.0763
H -4.207876 -3.792687 0.102094 1.9 1.4 -0.2 0.0550
H -2.920220 -2.648702 0.961087 -0.6 -1.1 -2.0 0.0402
H -1.062224 -3.475326 -0.368361 -2.0 -0.9 -1.2 0.1170
H -1.261060 -4.351720 -2.632769 -2.0 0.8 1.3 0.1161
H -2.693742 -6.206321 -0.876199 1.1 1.3 1.4 0.1155
H -2.600351 -5.367926 0.908352 0.7 -0.6 -2.4 0.1125
H -0.390720 -5.819197 1.081315 -0.4 0.1 -1.4 0.0529
H 0.009367 -5.377527 -0.504101 -0.9 -0.6 0.8 0.0482
C -3.499176 6.182743 -1.153782 -0.2 0.1 -0.2 -0.0148
C -3.044845 5.199740 -0.110787 -0.4 -0.9 0.7 -0.5331
O -3.822725 4.417104 0.430315 0.4 0.9 -0.3 0.0164
N -1.725750 5.189721 0.233550 -0.5 0.0 -0.1 0.0082
C -0.659286 6.017670 -0.277025 0.1 -0.3 0.3 -0.0850
H -4.574683 6.067307 -1.317922 0.3 -0.1 0.1 0.0866
H -3.309926 7.204361 -0.814489 0.1 0.0 -0.2 0.0805
H -2.983774 5.992349 -2.098807 0.0 0.2 0.1 0.0851
H -1.501633 4.499789 0.941470 0.0 0.1 -0.2 0.1262
H 0.100186 5.362202 -0.710383 0.1 0.3 -0.1 0.0827
H -0.223148 6.563890 0.562887 0.2 0.2 -0.2 0.0799
H -1.005332 6.724611 -1.032085 0.0 -0.2 0.2 0.0735
C 8.200824 4.462743 0.066218 -0.2 0.1 -0.1 -0.0130
C 8.655155 3.479740 1.109213 -0.5 -0.8 0.6 -0.5541
O 7.877275 2.697104 1.650315 0.4 0.5 -0.4 0.0149
N 9.974250 3.469721 1.453550 -0.5 -0.1 -0.1 -0.0025
C 11.040714 4.297670 0.942975 0.2 -0.3 0.3 -0.0859
H 7.125317 4.347307 -0.097922 0.3 -0.1 0.1 0.0878
H 8.390074 5.484361 0.405511 0.1 0.0 -0.2 0.0836
H 8.716226 4.272349 -0.878807 0.0 0.2 0.1 0.0850
H 10.198367 2.779789 2.161470 -0.1 0.2 -0.2 0.1425
H 11.800186 3.642202 0.509617 0.1 0.3 -0.1 0.0821
H 11.476852 4.843890 1.782887 0.2 0.2 -0.2 0.0814
H 10.694668 5.004611 0.187915 0.0 -0.2 0.2 0.0758
C -12.312755 -3.153734 -0.110929 -0.4 -0.1 -0.1 -0.0267
C -10.956820 -2.882801 -0.701341 1.0 0.2 -0.5 -0.5548
O -10.763161 -2.878521 -1.914965 -0.4 -0.1 0.4 0.0115
N -9.921160 -2.636179 0.150285 -0.8 -0.4 -0.5 0.0126
C -9.936683 -2.595539 1.593074 0.4 0.1 -0.3 -0.0866
H -13.031105 -3.331323 -0.916793 0.3 0.1 0.1 0.0793
H -12.275895 -4.045016 0.520651 -0.1 0.2 0.1 0.0787
H -12.649902 -2.289430 0.467235 0.0 -0.2 0.1 0.0792
H -9.043191 -2.463566 -0.325909 0.1 0.3 0.0 0.0974
H -9.601649 -1.603962 1.907340 -0.1 -0.1 0.3 0.0828
H -9.230885 -3.344519 1.960366 -0.1 0.1 0.3 0.0809
H -10.926887 -2.793923 2.005103 0.1 0.0 -0.1 0.0679
```
Forces are in eV/Å.

Output
Gap between HOMO and LUMO ... 5.475 eV
M ... 672.9 g mol⁻¹
Charge ... -1
HOMO ... -3.8 eV